Entry 1:
Molecular formula: C30H48BrN3P2SeW
Method: DFT, ωB97M-V/def2-TZVPD

Last column: Löwdin charge in e.
Geometry (Å):
1 N -4.75310 4.19441 -2.38324  0.316
2 C -4.47410 3.92216 -1.11960  0.003
3 C -3.70964 2.80249 -0.73579  -0.026
4 C -3.21822 1.94363 -1.71083  -0.174
5 C -3.69981 2.13357 -3.02689  0.060
6 C -4.44197 3.29767 -3.32001  0.014
7 C -2.15632 0.84204 -1.44806  -0.349
8 W -0.46613 0.32112 -0.23847  1.041
9 P 2.18334 -0.20759 -0.32260  0.956
10 C -0.78913 1.08770 -2.01896  -0.323
11 C 0.21185 2.14280 -1.50953  -0.348
12 C 1.51242 2.09995 -2.16493  -0.080
13 C 2.23967 3.25084 -2.38571  -0.108
14 C 2.03061 4.42065 -1.64916  -0.620
15 C 0.88403 4.44927 -0.84412  -0.047
16 C -0.07358 3.39778 -0.86941  -0.014
17 Br 3.36897 5.75733 -1.76262  0.934
18 H -2.69663 -0.03099 -1.84904  0.096
19 H -0.62840 0.78671 -3.05909  0.150
20 H -3.53471 2.64904 0.32516  0.036
21 H -3.48679 1.44781 -3.85342  0.152
22 H -4.84545 4.61841 -0.36940  0.166
23 H -4.74523 3.49531 -4.35499  0.171
24 H 1.88033 1.15979 -2.57223  0.094
25 H -1.09375 3.54610 -0.49232  0.094
26 H 3.10225 3.23990 -3.03985  0.128
27 H 0.70853 5.33642 -0.22132  0.132
28 P -1.21059 -1.89482 -0.26802  0.832
29 C 3.60891 1.02406 -0.30572  -0.367
30 C 5.08003 0.69498 -0.61642  -0.097
31 H 3.60582 1.45057 0.70065  0.076
32 H 3.35644 1.86580 -0.95754  0.039
33 H 5.74803 1.48848 -0.22737  0.112
34 H 5.43187 -0.22867 -0.15632  0.043
35 H 5.30329 0.62555 -1.69891  0.095
36 C 2.84588 -1.13330 -1.90920  -0.347
37 C 3.91027 -2.25263 -1.91889  -0.094
38 H 3.15920 -0.33271 -2.59289  0.076
39 H 1.93273 -1.54123 -2.35843  0.035
40 H 3.99537 -2.59473 -2.96722  0.109
41 H 4.91763 -1.89433 -1.64511  0.085
42 H 3.64662 -3.13840 -1.31190  0.085
43 C 2.93835 -1.38262 0.89185  -0.396
44 C 4.14158 -1.10883 1.79229  -0.109
45 H 3.25230 -2.22561 0.27085  0.057
46 H 2.11749 -1.74017 1.52093  0.035
47 H 4.20391 -1.94547 2.50140  0.100
48 H 5.11445 -1.15874 1.29330  0.072
49 H 4.11049 -0.18595 2.38081  0.081
50 C -0.52255 -2.59311 1.27820  -0.363
51 C -0.68529 -4.10752 1.38393  -0.087
52 H -0.95279 -2.08222 2.14991  0.075
53 H 0.54052 -2.33420 1.28307  0.036
54 H -1.73778 -4.38138 1.46802  0.084
55 H -0.26821 -4.63813 0.52625  0.076
56 H -0.16146 -4.47101 2.27478  0.106
57 C -0.27456 -2.81957 -1.54050  -0.351
58 C -0.94126 -2.80984 -2.89960  -0.108
59 H -0.08867 -3.83699 -1.17708  0.097
60 H 0.72367 -2.36961 -1.59099  0.030
61 H -1.85204 -3.41313 -2.88081  0.089
62 H -1.19370 -1.80669 -3.26267  0.070
63 H -0.26496 -3.26793 -3.62670  0.104
64 C -2.95428 -2.39344 -0.36547  -0.323
65 C -3.85689 -1.56130 0.54764  -0.144
66 H -3.03221 -3.46933 -0.08524  0.118
67 H -3.28671 -2.28581 -1.42200  0.101
68 H -4.68085 -1.07381 0.01622  0.095
69 H -4.34696 -2.18029 1.30050  0.087
70 H -3.34756 -0.73009 1.05888  -0.018
71 C -3.40376 -0.67001 3.91659  0.019
72 N -2.04773 -0.17057 4.00535  -0.090
73 C -1.19419 -0.60063 5.00229  0.033
74 C 0.01130 -0.03413 4.77874  0.044
75 N -0.12650 0.75834 3.64974  -0.111
76 C 0.91441 1.52406 3.00107  -0.020
77 C -1.36804 0.62202 3.13108  -0.488
78 Se -1.77427 1.34401 1.40381  0.964
79 H -4.09620 0.09179 3.54141  0.118
80 H -3.70521 -0.97292 4.93043  0.127
81 H -3.44365 -1.55805 3.26894  0.089
82 H -1.54599 -1.26507 5.76360  0.156
83 H 0.93774 -0.13366 5.30720  0.155
84 H 1.49178 2.12163 3.72155  0.135
85 H 1.58269 0.86400 2.42688  0.077
86 H 0.43299 2.20901 2.29327  0.043

Values from the calculation:
frontier orbital gap (alpha / beta): 5.966 / 4.533 eV
highest occupied orbital energy (alpha / beta): -19.170 / -19.153 eV
net charge: +4
total energy: -7059.74314 Ha
largest force on an atom: 4.474 eV/A
relative energy (zero: lowest compared OMol25 entry of this formula, charge and spin): 65.2 kcal/mol
E_LUMO (alpha / beta): -13.2 / -14.6 eV
multiplicity: 3
<S²>: 2.025


Entry 2:
Molecular formula: C30H48ClF13O5S
Method: DFT, ωB97M-V/def2-TZVPD

Last column: Löwdin charge in e.
Geometry (Å):
1 C -0.13790 3.61186 -1.01397  -0.092
2 C 0.71792 4.07322 0.16532  -0.222
3 C 0.17353 3.66496 1.55178  -0.124
4 C -1.32561 3.67560 1.62910  -0.091
5 C -2.08774 4.77353 1.65687  -0.091
6 C -1.56183 6.17323 1.66853  -0.096
7 C -2.16105 7.01112 0.53272  -0.055
8 C -1.30890 8.18527 0.10902  -0.424
9 F -1.87878 8.77333 -0.97634  0.119
10 F -0.09037 7.73033 -0.28765  0.098
11 C -1.14670 9.32687 1.19515  -0.316
12 F -2.08362 9.07072 2.14343  0.132
13 F -1.44141 10.52631 0.66727  0.147
14 C 0.22445 9.45704 1.97283  -0.332
15 F -0.10718 9.84829 3.22828  0.145
16 F 0.81981 8.25913 2.07215  0.144
17 C 1.28240 10.57795 1.58791  -0.418
18 F 0.65883 11.75066 1.68485  0.141
19 F 2.22371 10.49827 2.53560  0.136
20 S 2.19110 10.53348 -0.09179  0.770
21 F 2.40414 8.97654 0.09055  -0.123
22 F 0.78728 10.29360 -0.79108  -0.121
23 F 2.01631 12.09057 -0.28474  -0.119
24 F 3.59641 10.79365 0.57681  -0.120
25 F 2.88330 10.44666 -1.49996  -0.101
26 C -3.56520 4.62299 1.77322  -0.269
27 O -4.25275 5.51869 2.22211  0.131
28 C -4.17888 3.35414 1.27604  -0.135
29 C -5.61589 3.35689 0.83335  -0.187
30 C -6.61246 3.76951 1.91744  -0.706
31 C -6.46501 2.98058 3.21356  -0.103
32 Cl -8.26925 3.53846 1.20941  0.581
33 C -3.41644 2.26255 1.27391  0.081
34 C -2.00590 2.34004 1.72574  -0.311
35 O -1.42615 1.36893 2.15824  0.113
36 H -1.02179 4.23619 -1.15003  0.067
37 H -0.47285 2.57859 -0.89740  0.067
38 H 0.43848 3.66545 -1.93779  0.079
39 H 0.84601 5.15594 0.11118  0.091
40 H 1.71203 3.63848 0.05769  0.101
41 H 0.58863 4.32436 2.31494  0.124
42 H 0.51040 2.65324 1.77175  0.106
43 H -1.80892 6.63709 2.62551  0.137
44 H -0.47845 6.15372 1.58197  0.098
45 H -2.23592 6.40846 -0.37717  0.140
46 H -3.16282 7.35837 0.77237  0.132
47 H -5.87048 2.35075 0.49711  0.115
48 H -5.72453 4.01832 -0.02910  0.125
49 H -6.55058 4.83450 2.09711  0.079
50 H -7.43726 2.66407 3.58320  0.061
51 H -5.86274 2.08530 3.06306  0.078
52 H -6.00255 3.59598 3.98329  0.083
53 H -3.78624 1.28577 0.98733  0.137
54 C 1.61701 0.36981 -0.30623  -0.065
55 C 0.48867 -0.58796 0.03798  -0.266
56 O -0.45840 -0.75696 -1.00416  -0.159
57 C 0.04225 -1.27036 -2.22561  -0.281
58 C 0.68617 -2.64051 -2.10614  -0.081
59 H 1.21630 1.34097 -0.59908  0.047
60 H 2.26400 0.50637 0.56188  0.083
61 H 2.23752 0.00258 -1.12500  0.070
62 H -0.08700 -0.19629 0.87519  0.097
63 H 0.89671 -1.55483 0.35481  0.109
64 H 0.73954 -0.56058 -2.68694  0.107
65 H -0.82859 -1.32856 -2.87910  0.118
66 H 1.57700 -2.62017 -1.47668  0.055
67 H 0.98730 -2.99645 -3.09233  0.079
68 H -0.01365 -3.35943 -1.67765  0.085
69 C 2.82465 -5.68575 -0.16764  -0.073
70 C 1.70339 -6.63609 0.21543  -0.279
71 O 0.69948 -6.77225 -0.77380  -0.161
72 C 1.12672 -7.26064 -2.03289  -0.282
73 C 1.76390 -8.63828 -1.98206  -0.082
74 H 2.41883 -4.70371 -0.41520  0.062
75 H 3.52073 -5.57470 0.66462  0.078
76 H 3.39270 -6.04382 -1.02732  0.068
77 H 1.17751 -6.25196 1.08974  0.119
78 H 2.11114 -7.61513 0.49347  0.107
79 H 1.80311 -6.54484 -2.51539  0.106
80 H 0.21988 -7.29596 -2.63698  0.118
81 H 2.68863 -8.63853 -1.40348  0.052
82 H 2.00616 -8.97319 -2.99156  0.080
83 H 1.08360 -9.36303 -1.53278  0.086
84 C 4.17288 -11.66722 -0.81908  -0.072
85 C 3.05929 -12.60776 -0.39222  -0.278
86 O 1.99549 -12.70212 -1.32250  -0.164
87 C 2.33622 -13.17067 -2.61472  -0.285
88 C 2.93217 -14.56772 -2.63418  -0.080
89 H 3.77149 -10.67359 -1.01993  0.058
90 H 4.91817 -11.58788 -0.02678  0.078
91 H 4.68384 -12.01336 -1.71852  0.069
92 H 2.59312 -12.23577 0.52047  0.118
93 H 3.46422 -13.59994 -0.16161  0.107
94 H 3.00612 -12.46370 -3.11836  0.106
95 H 1.39585 -13.16420 -3.16625  0.118
96 H 3.89014 -14.61425 -2.11488  0.066
97 H 3.10109 -14.88137 -3.66500  0.076
98 H 2.25401 -15.27973 -2.16222  0.082

Values from the calculation:
frontier orbital gap: 8.355 eV
highest occupied orbital energy: -9.677 eV
total energy: -3704.62240 Ha
structure (SMILES): CCCC1=C(CCC(F)(F)C(F)(F)C(F)(F)C(F)(F)S(F)(F)(F)(F)F)C(=O)C(C[C@H](C)Cl)=CC1=O.CCOCC.CCOCC.CCOCC
largest force on an atom: 0.250 eV/A
E_LUMO: -1.3 eV